Here is H14NaO7 as an isolated structure in a non-equilibrium geometry from OMol25. Energies are from ωB97M-V/def2-TZVPD.

Last column: natural (NBO) charge in e.
Geometry (Å):
Na  5.36  13.27  13.21  0.923
O  5.30  10.91  14.08  -0.954
H  4.33  10.87  14.01  0.479
H  5.46  10.55  14.95  0.487
O  4.58  13.23  15.98  -0.962
H  5.28  12.57  15.96  0.485
H  4.85  14.11  16.23  0.484
O  6.02  15.11  11.38  -0.955
H  6.43  15.94  11.64  0.486
H  5.11  15.39  11.13  0.479
O  3.46  12.56  12.03  -0.959
H  3.64  11.62  11.99  0.477
H  2.51  12.57  11.90  0.495
O  6.33  12.04  11.30  -0.969
H  5.89  11.79  10.49  0.491
H  6.93  12.76  11.08  0.490
O  7.60  13.45  14.19  -0.968
H  7.87  12.68  13.69  0.483
H  8.44  13.92  14.33  0.497
O  4.57  15.39  13.86  -0.961
H  4.30  15.81  14.67  0.490
H  4.46  16.06  13.16  0.481

As for the spin multiplicity: 1. The LUMO energy is -3.17 eV. As for the HOMO-LUMO gap: 11.720 eV. As for the relative energy (zero: lowest compared OMol25 entry of this formula, charge and spin): 62.9 kJ/mol. As for the charge: +1.


Here is C34H50GeN5NaO as an isolated structure from OMol25. Energies are from ωB97M-V/def2-TZVPD.

Last column: Mulliken charge in e.
Geometry (Å):
Na  -0.22  0.57  -0.10  0.577
C  -0.30  -0.60  4.55  -1.307
C  -0.62  -0.83  3.21  -0.689
N  0.23  -0.68  2.21  0.586
C  1.50  -0.32  2.52  -0.033
C  1.93  -0.09  3.83  1.232
C  0.98  -0.22  4.86  -0.981
C  3.30  0.25  4.10  -1.064
C  4.18  0.38  3.09  -1.044
C  3.78  0.16  1.73  1.352
C  4.69  0.25  0.66  -1.000
C  4.26  0.00  -0.62  -1.078
C  2.92  -0.31  -0.82  -0.850
N  2.04  -0.41  0.16  1.092
C  2.46  -0.18  1.43  0.071
H  -1.06  -0.71  5.32  0.518
H  -1.62  -1.16  2.94  0.645
H  1.27  -0.03  5.88  0.503
H  3.60  0.40  5.13  0.465
H  5.22  0.64  3.29  0.475
H  5.73  0.51  0.86  0.492
H  4.94  0.06  -1.46  0.516
H  2.54  -0.48  -1.83  0.413
O  -0.25  0.36  -2.25  -0.538
C  -0.48  -1.05  -2.31  -0.028
C  -1.89  -1.44  -2.78  -0.584
C  -3.00  -0.49  -2.32  -1.136
C  -3.37  -0.55  -0.86  0.446
C  -4.50  -1.25  -0.45  -0.584
C  -4.92  -1.15  0.87  -0.529
C  -4.21  -0.35  1.74  -0.938
C  -3.07  0.28  1.27  -0.463
N  -2.63  0.17  0.01  0.358
H  -0.45  0.74  -3.12  0.357
H  -0.32  -1.41  -1.29  -0.601
H  0.27  -1.51  -2.95  0.819
H  -2.09  -2.46  -2.44  -0.023
H  -1.90  -1.47  -3.88  0.428
H  -3.89  -0.69  -2.92  0.560
H  -2.70  0.54  -2.53  0.251
H  -5.07  -1.82  -1.17  0.524
H  -5.82  -1.67  1.20  0.451
H  -4.54  -0.20  2.76  0.499
H  -2.49  0.92  1.93  0.497
C  0.28  3.32  1.33  -0.418
C  0.35  4.87  1.41  -1.007
N  0.20  5.44  0.07  -0.108
C  1.29  4.95  -0.78  -0.798
C  1.23  3.40  -0.88  -0.629
N  0.10  2.89  -0.08  0.545
C  -1.15  3.49  -0.60  -0.416
C  -1.08  5.04  -0.49  -0.947
H  -0.56  2.93  1.91  0.301
H  1.19  2.86  1.71  0.333
H  1.30  5.20  1.83  0.318
H  -0.45  5.27  2.05  0.299
H  2.24  5.29  -0.36  0.333
H  1.19  5.41  -1.76  0.253
H  2.15  2.94  -0.50  0.263
H  1.09  3.07  -1.91  0.469
H  -2.00  3.08  -0.04  0.236
H  -1.26  3.17  -1.64  0.420
H  -1.88  5.43  0.15  0.333
H  -1.19  5.51  -1.47  0.286
C  -2.23  -5.11  -1.05  -0.772
C  -1.31  -5.53  -2.19  -0.457
C  0.17  -5.64  -1.82  -1.009
C  0.87  -4.30  -1.51  -0.153
Ge  0.69  -3.52  0.26  0.284
C  2.20  -3.57  1.46  -0.304
C  2.61  -5.02  1.75  -0.766
C  1.60  -5.73  2.65  -0.641
C  0.22  -5.79  2.00  -0.533
H  -3.27  -5.10  -1.36  0.406
H  -2.00  -4.11  -0.68  -0.078
H  -2.15  -5.81  -0.21  0.303
H  -1.41  -4.83  -3.03  0.299
H  -1.63  -6.50  -2.57  0.406
H  0.71  -6.06  -2.67  0.479
H  0.28  -6.35  -1.01  0.323
H  0.55  -3.54  -2.22  0.148
H  1.95  -4.41  -1.62  0.638
H  -0.66  -3.00  0.73  -0.159
H  1.91  -3.03  2.37  0.252
H  3.00  -3.02  0.97  0.524
H  3.59  -5.01  2.22  0.431
H  2.72  -5.59  0.82  0.346
H  1.53  -5.21  3.61  0.313
H  1.95  -6.74  2.86  0.414
H  -0.30  -4.82  2.03  0.261
H  -0.46  -6.47  2.52  0.464
H  0.29  -6.15  0.97  -0.147

As for the spin multiplicity: 1. The LUMO energy is -6.42 eV. As for the HOMO-LUMO gap: 5.772 eV. As for the relative energy (zero: lowest compared OMol25 entry of this formula, charge and spin): 0.0 kJ/mol. As for the charge: +2.


Here is C3H10NOP in the gas phase in a non-equilibrium geometry from OMol25. Energies are from ωB97M-V/def2-TZVPD.

Last column: natural (NBO) charge in e.
Geometry (Å):
C  -0.06  -1.80  -0.61  -0.616
C  1.08  -0.24  1.00  -0.620
C  0.75  -0.48  -0.44  -0.048
N  -0.04  0.64  -0.94  -0.880
O  -1.11  2.59  0.79  -0.968
P  -1.48  1.10  0.15  0.947
H  -1.00  -1.75  -0.13  0.207
H  -0.25  -1.88  -1.77  0.213
H  0.56  -2.69  -0.26  0.207
H  1.79  0.48  1.08  0.204
H  1.38  -1.15  1.47  0.210
H  0.23  0.29  1.40  0.200
H  1.68  -0.59  -1.07  0.192
H  0.61  1.33  -1.02  0.364
H  -1.87  2.77  1.31  0.484
H  -2.27  1.38  -0.95  -0.096

The structure (SMILES) is CC(C)NPO. As for the spin multiplicity: 1. The LUMO energy is 0.82 eV. As for the HOMO-LUMO gap: 9.450 eV. As for the relative energy (zero: lowest compared OMol25 entry of this formula, charge and spin): 183.4 kJ/mol. As for the charge: 0.


Here is C4H8O3 in the gas phase from OMol25. Energies are from ωB97M-V/def2-TZVPD.

Last column: natural (NBO) charge in e.
Geometry (Å):
O  2.08  0.91  -1.65  -0.714
C  1.12  0.08  -1.04  -0.047
C  0.11  1.00  -0.33  -0.523
C  -0.99  0.13  0.20  0.581
O  -1.97  -0.15  -0.47  -0.555
C  -0.82  -0.53  1.56  -0.167
O  -1.53  -1.74  1.59  -0.707
H  2.66  0.35  -2.18  0.474
H  1.58  -0.59  -0.30  0.159
H  0.59  -0.54  -1.77  0.172
H  -0.29  1.70  -1.07  0.242
H  0.63  1.55  0.46  0.224
H  0.24  -0.71  1.78  0.187
H  -1.19  0.18  2.32  0.189
H  -2.21  -1.64  0.90  0.487

The structure (SMILES) is O=C(CO)CCO. As for the spin multiplicity: 1. The LUMO energy is 0.73 eV. As for the HOMO-LUMO gap: 10.903 eV. As for the relative energy (zero: lowest compared OMol25 entry of this formula, charge and spin): 138.4 kJ/mol. As for the charge: 0.


Here is C5H7NOS in the gas phase in a non-equilibrium geometry from OMol25. Energies are from ωB97M-V/def2-TZVPD.

Last column: natural (NBO) charge in e.
Geometry (Å):
C  -1.31  2.23  0.36  -0.425
C  -0.73  1.32  1.10  -0.043
C  0.93  -1.73  1.19  -0.078
C  0.92  -1.63  -0.36  -0.492
C  0.19  -0.32  -0.57  0.074
H  -1.83  3.03  0.74  0.203
H  -1.39  2.09  -0.73  0.230
H  -0.77  1.39  2.19  0.224
H  1.86  -2.07  1.61  0.211
H  0.02  -2.29  1.61  0.185
H  0.48  -2.43  -0.92  0.253
H  1.94  -1.44  -0.81  0.240
N  -0.01  0.26  0.65  -0.133
O  0.82  -0.35  1.60  -0.356
S  -0.43  0.21  -1.96  -0.092

The structure (SMILES) is C=CN1OCCC1=S. As for the spin multiplicity: 1. The LUMO energy is 0.45 eV. As for the HOMO-LUMO gap: 8.774 eV. As for the relative energy (zero: lowest compared OMol25 entry of this formula, charge and spin): 299.9 kJ/mol. As for the charge: 0.


Here is C36H40As2N5O8PPtS as an isolated structure from OMol25. Energies are from ωB97M-V/def2-TZVPD.

Last column: Mulliken charge in e.
Geometry (Å):
Pt  0.25  1.10  0.58  1.362
N  -0.39  -0.53  4.54  -0.342
C  -0.45  0.02  3.32  0.658
S  0.99  -0.22  2.32  -0.659
N  -1.54  0.65  2.98  -1.906
N  -1.47  1.17  1.73  1.138
C  -2.45  1.82  1.24  -0.638
C  -2.28  2.32  -0.13  0.760
C  -3.31  2.95  -0.80  -0.796
C  -3.13  3.31  -2.13  -0.803
C  -1.93  3.00  -2.75  -1.291
C  -0.93  2.38  -2.02  -0.468
N  -1.08  2.09  -0.73  0.899
H  0.45  -0.95  4.89  0.234
H  -1.18  -0.40  5.17  0.333
H  -3.38  1.94  1.78  0.519
H  -4.25  3.13  -0.30  0.614
H  -3.92  3.81  -2.68  0.501
H  -1.76  3.22  -3.80  0.569
H  0.01  2.09  -2.48  0.424
C  3.70  -1.76  -3.09  -0.296
O  2.59  -0.93  -3.50  -0.459
C  1.43  -0.83  -2.89  -0.543
O  0.70  0.11  -3.14  -0.462
C  0.92  -1.88  -1.94  0.706
C  0.92  -3.19  -2.19  0.880
As  0.48  -4.64  -0.93  0.003
C  -0.57  -5.77  -2.13  -1.238
C  -1.01  -3.78  0.01  0.962
C  -1.15  -2.49  0.32  0.068
As  -0.37  -1.03  -0.73  1.262
C  -1.82  -0.82  -2.01  -1.363
C  -2.25  -1.94  1.19  -0.409
O  -2.92  -1.03  0.73  -0.465
O  -2.48  -2.36  2.41  -0.384
C  -1.61  -3.26  3.14  -0.778
C  -1.80  -4.90  0.64  -0.215
O  -1.17  -5.78  1.19  -0.520
O  -3.12  -4.97  0.56  -0.342
C  -3.92  -4.12  -0.28  -0.436
C  1.60  -3.87  -3.35  -0.493
O  2.44  -4.69  -3.09  -0.524
O  1.23  -3.65  -4.60  -0.353
C  0.08  -2.87  -4.97  -0.393
H  4.30  -1.89  -3.98  0.333
H  3.40  -2.73  -2.71  0.229
H  4.27  -1.24  -2.33  0.090
H  0.12  -6.24  -2.83  0.391
H  -1.33  -5.22  -2.68  0.392
H  -1.03  -6.55  -1.53  0.410
H  -2.06  -1.83  -2.35  0.357
H  -1.49  -0.22  -2.84  0.421
H  -2.69  -0.40  -1.51  0.421
H  -2.01  -4.27  3.11  0.404
H  -1.63  -2.90  4.17  0.326
H  -0.59  -3.23  2.75  0.362
H  -4.35  -3.32  0.32  0.250
H  -4.70  -4.75  -0.67  0.396
H  -3.33  -3.71  -1.10  0.097
H  0.35  -1.83  -5.08  0.239
H  -0.72  -2.99  -4.24  0.090
H  -0.24  -3.27  -5.92  0.376
C  1.11  4.47  0.64  -1.531
P  1.03  3.01  1.71  1.072
C  2.69  2.83  2.38  -1.284
C  -0.03  3.50  3.08  0.822
C  -1.15  4.30  2.84  -0.808
C  -1.95  4.69  3.90  -0.793
C  -1.65  4.28  5.19  -0.572
C  -0.54  3.49  5.43  -0.795
C  0.28  3.10  4.38  -0.621
H  0.20  4.59  0.04  0.319
H  1.97  4.40  -0.02  0.493
H  1.22  5.34  1.29  0.571
H  2.95  3.75  2.91  0.545
H  3.39  2.68  1.55  0.363
H  2.76  1.98  3.05  0.408
H  -1.38  4.65  1.84  0.392
H  -2.81  5.32  3.72  0.476
H  -2.28  4.60  6.02  0.433
H  -0.29  3.19  6.44  0.476
H  1.14  2.49  4.58  0.346
N  7.03  1.83  -2.45  -0.463
C  5.98  1.71  -2.01  -0.438
C  4.66  1.55  -1.46  0.392
C  3.61  2.33  -1.91  -1.081
C  2.35  2.17  -1.36  0.382
C  2.09  1.22  -0.38  0.942
C  3.16  0.43  0.05  0.296
C  4.43  0.61  -0.46  -1.148
H  3.78  3.07  -2.69  0.554
H  1.57  2.83  -1.72  0.461
H  3.03  -0.32  0.82  0.357
H  5.26  0.02  -0.09  0.534

As for the spin multiplicity: 1. The LUMO energy is -6.54 eV. As for the HOMO-LUMO gap: 7.462 eV. As for the relative energy (zero: lowest compared OMol25 entry of this formula, charge and spin): 0.0 kJ/mol. As for the charge: +2.